Here is C4H3ClN2S in the gas phase from OMol25. Energies are from ωB97M-V/def2-TZVPD.

E_tot: -1122.07551 a.u.
Relative energy (zero: lowest compared OMol25 entry of this formula, charge and spin): 0.842 eV
Frontier orbital gap: 7.5 eV
Structure (SMILES): S=c1ncc(Cl)c[nH]1
Total charge: 0

The geometry in XYZ format:
```
11
Properties=species:S:1:pos:R:3:forces:R:3
Cl 2.9491 0.1223 -0.0389 1.762 0.769 -0.259
S -3.1211 0.0982 -0.0929 -0.418 0.123 0.317
N -0.8223 1.3456 0.1192 2.083 3.559 0.116
N -0.7477 -0.8738 -0.0156 2.614 -6.063 1.372
C 1.2780 0.1830 -0.1596 -0.581 -0.975 1.205
C -1.4788 0.2310 0.0736 -2.871 -1.649 -0.884
C 0.6688 -1.0029 0.0393 -4.301 3.295 -1.265
C 0.4635 1.3453 -0.0315 0.154 -0.126 -0.489
H 1.1122 -1.9332 0.0903 0.636 -1.778 0.190
H 0.9489 2.2877 -0.1138 0.370 0.807 0.218
H -1.2505 -1.8032 0.1299 0.551 2.038 -0.522
```
Forces are in eV/Å.

Mulliken atomic charges, in units of e: atom 1 (Cl): -0.19, atom 2 (S): -0.37, atom 3 (N): -0.47, atom 4 (N): -0.11, atom 5 (C): 0.19, atom 6 (C): 0.08, atom 7 (C): -0.29, atom 8 (C): 0.05, atom 9 (H): 0.42, atom 10 (H): 0.41, atom 11 (H): 0.28